Entry 1:
DFT (the ωB97M-V functional and the def2-TZVPD basis) results for a molecular structure, C14H17ClN5O5Ru.

## Properties
Total energy   -47571.299 eV
Lowest unoccupied orbital energy (spin up / spin down)   -0.226 / -0.313 Eh
E_HOMO (spin up / spin down)   -14.51 / -14.40 eV

ORCA input file:
```
! RIJCOSX wB97M-V def2-TZVPD def2/J DEFGRID3
* xyz 2 6
Ru -0.11122 0.29696 0.06801
C -0.41376 5.74225 -0.70963
O -0.85445 4.43689 -1.14617
C -0.38693 3.34480 -0.60094
O -0.77809 2.24585 -1.00402
N 0.53421 3.45490 0.38683
N 1.05019 2.27763 0.93327
H -0.96067 6.44821 -1.32102
H 0.65505 5.86284 -0.88453
H -0.66930 5.89965 0.33793
H 0.86633 4.34468 0.71954
H 0.92217 2.26048 1.93985
H 2.03909 2.18945 0.72022
Cl -2.24587 -4.01448 5.84011
C -1.53751 -2.90340 4.79179
C -0.24457 -2.40075 5.06722
C 0.32039 -1.50033 4.22391
C -0.36631 -1.04583 3.02962
O 0.17964 -0.20012 2.29067
C -1.69469 -1.58827 2.77148
C -2.50682 -1.18095 1.62760
O -2.15130 -0.45248 0.71205
C -2.24831 -2.47787 3.64809
H 0.27634 -2.74142 5.95236
H 1.30660 -1.09658 4.40964
H -3.53473 -1.56710 1.61096
H -3.24533 -2.86475 3.47080
C 2.57100 -3.26368 -2.27362
N 1.66396 -2.18091 -2.68313
C 1.31886 -1.99603 -3.99133
C 0.47233 -1.02560 -4.38593
C -0.06401 -0.17046 -3.37765
N 0.26914 -0.37640 -2.09925
C 1.10845 -1.37276 -1.73277
O 1.34080 -1.51177 -0.51463
N -0.88278 0.83228 -3.66077
H 3.24473 -3.48629 -3.09607
H 2.00566 -4.15621 -2.01155
H 3.14018 -2.93854 -1.41040
H 1.77495 -2.67822 -4.69573
H 0.21867 -0.89274 -5.42640
H -1.17645 1.00705 -4.60621
H -1.20567 1.44004 -2.92022
*
```

Entry 2:
DFT (the ωB97M-V functional and the def2-TZVPD basis) results for a molecular structure, C14H17F3N2Sn at a distorted geometry.

## Properties
Total energy   -31756.828 eV
Lowest unoccupied orbital energy   -0.032 Eh
E_HOMO   -6.44 eV

ORCA input file:
```
! RIJCOSX wB97M-V def2-TZVPD def2/J DEFGRID3
* xyz 0 1
C -5.47294 0.28772 0.34271
C -5.47945 1.58600 -0.45951
H -5.67564 -0.57195 -0.29982
H -6.25244 0.30906 1.10880
H -4.51749 0.12033 0.84402
H -4.61899 1.66093 -1.12610
H -6.38108 1.65085 -1.07475
H -5.47666 2.45878 0.19772
C 1.10597 -2.99247 0.12682
C 1.98847 -4.02830 -0.18095
C 3.07817 -3.76210 -1.01637
C 3.25564 -2.47645 -1.51115
H 0.23818 -3.13870 0.76618
H 1.79460 -5.01058 0.23360
H 3.77398 -4.55656 -1.28042
H 4.08145 -2.22094 -2.17317
N 1.28201 -1.75531 -0.36358
C 2.32782 -1.47110 -1.17365
C 2.41354 -0.08367 -1.66909
N 1.42293 0.77543 -1.28406
C 1.48426 2.06725 -1.66644
C 3.49477 1.67750 -2.92426
C 2.49644 2.55128 -2.49090
H 0.68870 2.71055 -1.29123
H 2.47240 3.59646 -2.77404
C 3.45811 0.35125 -2.50440
H 4.21123 -0.37239 -2.80846
H 4.28722 2.02022 -3.58364
Sn -0.43138 -0.04390 -0.08746
C -1.19952 2.00104 0.16844
H -1.50804 2.37633 -0.81249
H -0.40544 2.61848 0.60254
H -2.05314 1.92770 0.85202
F 1.32374 -0.90742 2.36959
C 0.42218 0.08862 2.07562
F -0.49743 0.08369 3.08878
F 1.13123 1.26617 2.19921
*
```